{"formula": "C26H32BN8O2Ru", "method": "ωB97M-V with the def2-TZVPD basis set", "lumo_ev": [4.814, 4.814], "homo_lumo_gap_ha": [0.155, 0.180], "spin_multiplicity": 2, "total_energy_ha": -1718.28281, "charge": -2, "s2": 0.7617, "relative_energy_kj_mol": 19.2, "symbols": ["Ru", "O", "O", "N", "N", "N", "N", "N", "N", "N", "N", "C", "C", "C", "C", "C", "C", "C", "C", "C", "C", "C", "C", "C", "C", "C", "C", "C", "C", "C", "C", "C", "C", "C", "C", "C", "C", "B", "H", "H", "H", "H", "H", "H", "H", "H", "H", "H", "H", "H", "H", "H", "H", "H", "H", "H", "H", "H", "H", "H", "H", "H", "H", "H", "H", "H", "H", "H", "H", "H"], "positions_angstrom": [[-0.929, -0.119, -0.246], [-2.549, -1.292, 0.130], [1.348, -1.554, -1.464], [-0.421, 0.059, -3.421], [0.119, -1.259, 0.975], [1.501, -1.488, 0.862], [-2.046, 1.579, -1.423], [0.936, 1.643, -1.946], [0.743, 1.183, -0.695], [-1.031, -0.728, -2.529], [-1.459, 2.109, -2.511], [-1.315, 2.827, 1.873], [5.570, -2.409, 0.643], [-2.224, 3.077, -3.042], [3.438, -1.943, -0.406], [4.050, -2.094, -1.648], [2.770, 2.132, -0.820], [-4.095, -0.983, 1.939], [-1.567, 1.446, 2.491], [-3.196, 2.221, -1.271], [1.841, 1.464, -0.009], [-0.281, 1.012, 3.204], [-3.366, 3.188, -2.274], [-1.756, -1.761, 2.335], [-2.661, 1.599, 3.562], [-0.750, -1.874, -4.427], [-2.056, 0.545, 1.341], [1.949, -1.638, -0.365], [6.170, -2.562, -0.603], [-0.447, -1.910, 2.032], [-0.237, -0.599, -4.578], [-2.635, -0.887, 1.488], [5.402, -2.402, -1.748], [2.145, 2.222, -2.045], [-1.233, -1.897, -3.107], [0.437, -2.781, 2.884], [4.219, -2.106, 0.740], [-0.132, 1.521, -3.038], [2.466, 2.650, -2.980], [-0.445, 0.128, 3.819], [0.228, 2.136, -4.017], [0.071, 1.827, 3.851], [3.757, 2.472, -0.555], [0.237, -0.112, -5.416], [5.859, -2.518, -2.726], [-0.752, -2.671, -5.153], [0.909, -3.570, 2.294], [-1.683, -2.690, -2.532], [-2.231, 3.226, 1.421], [3.730, -1.988, 1.699], [1.250, -2.195, 3.321], [-4.439, -2.011, 1.783], [-2.815, 0.655, 4.088], [-2.168, -2.300, 3.184], [6.161, -2.534, 1.545], [-3.613, 1.895, 3.107], [3.419, -1.960, -2.518], [-3.856, 1.961, -0.461], [7.226, -2.800, -0.678], [-0.162, -3.227, 3.681], [-0.973, 3.538, 2.636], [-4.236, -0.722, 2.992], [0.500, 0.769, 2.485], [-2.381, 2.360, 4.301], [-2.868, 1.116, 0.879], [-4.705, -0.320, 1.319], [-0.561, 2.761, 1.085], [1.926, 1.135, 1.012], [-4.198, 3.856, -2.420], [-1.906, 3.593, -3.933]], "mulliken_spin": [0.78, 0.02, 0.03, 0.00, 0.09, 0.00, 0.00, 0.00, -0.01, 0.03, 0.00, 0.01, 0.00, 0.00, 0.00, 0.01, 0.00, 0.01, -0.04, 0.01, 0.00, 0.03, 0.00, 0.16, 0.01, 0.00, -0.02, 0.00, 0.01, -0.05, 0.00, -0.03, 0.00, 0.00, 0.01, 0.00, 0.01, -0.02, 0.00, -0.01, 0.00, 0.00, 0.00, 0.00, 0.00, 0.00, 0.00, 0.00, 0.00, 0.00, 0.00, 0.00, 0.00, 0.01, 0.00, 0.00, 0.00, 0.00, 0.00, 0.00, 0.00, 0.00, -0.02, 0.00, -0.01, 0.00, 0.00, 0.00, 0.00, 0.00]}